[1]
{"formula": "HNO2P2", "method": "ωB97M-V/def2-TZVPD", "homo_energy_ev": -10.11, "multiplicity": 1, "relative_energy_kcal_mol": 39.5, "homo_lumo_gap_ev": 8.4, "symbols": ["N", "O", "O", "P", "P", "H"], "positions_angstrom": [[-0.800, 0.355, -0.790], [-1.382, -0.241, 1.741], [2.664, 0.211, -0.131], [-0.398, -0.039, 0.666], [1.657, -0.781, -0.370], [-1.741, 0.496, -1.116]]}

=====

[2]
{"formula": "C20H35BCl2CsF3N3Na2O9S2", "method": "ωB97M-V/def2-TZVPD", "homo_energy_ev": -2.95, "multiplicity": 1, "total_charge": -1, "homo_lumo_gap_ev": 1.4, "symbols": ["C", "C", "C", "C", "C", "C", "C", "C", "C", "B", "O", "F", "H", "H", "H", "H", "H", "H", "H", "H", "H", "H", "H", "H", "H", "H", "H", "H", "H", "H", "H", "H", "Cl", "C", "O", "N", "C", "C", "H", "H", "H", "H", "H", "H", "H", "Cs", "N", "S", "O", "O", "F", "S", "O", "O", "F", "Na", "Na", "C", "C", "C", "O", "C", "C", "C", "O", "H", "H", "H", "H", "C", "C", "N", "H", "H", "H", "O", "H", "Cl"], "positions_angstrom": [[-2.076, 0.822, 1.100], [-1.089, -0.246, 1.719], [-1.461, -1.752, 1.623], [-0.316, -2.540, 2.330], [0.099, -3.878, 1.628], [1.161, -3.866, 0.426], [1.352, -2.564, -0.397], [2.681, -2.742, -1.207], [3.551, -1.445, -1.012], [4.558, -1.237, -2.142], [5.796, -1.927, -2.210], [4.321, -0.343, -3.116], [-1.471, 1.691, 0.858], [-2.814, 1.076, 1.864], [-2.584, 0.463, 0.165], [-0.109, -0.063, 1.292], [-0.988, -0.021, 2.788], [-2.435, -1.884, 2.108], [-1.506, -2.071, 0.606], [-0.690, -2.764, 3.332], [0.538, -1.875, 2.464], [-0.798, -4.438, 1.360], [0.590, -4.464, 2.406], [0.801, -4.605, -0.294], [2.113, -4.252, 0.793], [1.492, -1.677, 0.212], [0.531, -2.427, -1.197], [2.467, -2.814, -2.278], [3.245, -3.608, -0.863], [4.087, -1.540, -0.062], [2.880, -0.585, -0.962], [6.469, -1.372, -1.805], [-0.699, -0.964, -1.041], [-1.542, 2.056, -5.809], [-2.638, 1.563, -5.916], [-0.573, 1.623, -4.968], [0.718, 2.254, -4.890], [-0.835, 0.482, -4.098], [-1.238, 2.934, -6.417], [1.492, 1.528, -5.141], [0.874, 2.619, -3.869], [0.782, 3.095, -5.579], [-1.097, -0.399, -4.681], [-1.666, 0.769, -3.486], [0.018, 0.253, -3.465], [1.029, 4.738, -4.806], [1.712, -7.838, -1.066], [2.909, -8.805, -0.680], [2.552, -10.149, -0.372], [3.974, -8.225, 0.067], [3.551, -8.949, -2.139], [0.757, -7.511, 0.143], [-0.475, -6.926, -0.269], [1.352, -6.956, 1.310], [0.275, -8.952, 0.636], [-2.937, 0.701, -2.069], [7.537, -0.988, -2.890], [-1.229, 7.120, 0.509], [-1.456, 5.999, -0.168], [-2.055, 4.822, 0.494], [-2.237, 3.829, -0.181], [-2.394, 4.901, 1.930], [-2.168, 6.021, 2.610], [-1.570, 7.221, 1.950], [-1.368, 8.240, 2.582], [-0.789, 7.994, 0.046], [-1.203, 5.854, -1.253], [-2.827, 4.019, 2.384], [-2.404, 6.115, 3.658], [-4.313, 6.211, 6.951], [-4.553, 6.239, 5.517], [-4.740, 6.263, 4.385], [-5.249, 6.157, 7.504], [-3.710, 5.348, 7.231], [-3.785, 7.106, 7.277], [1.897, -2.543, 5.009], [1.168, -2.912, 4.499], [-1.241, 6.992, -2.970]]}

=====

[3]
{"formula": "C6H12O", "method": "ωB97M-V/def2-TZVPD", "homo_energy_ev": -9.38, "multiplicity": 1, "relative_energy_kcal_mol": 35.0, "homo_lumo_gap_ev": 10.4, "smiles": "C[C@@H]1OCC[C@@H]1C", "symbols": ["C", "C", "O", "C", "C", "C", "C", "H", "H", "H", "H", "H", "H", "H", "H", "H", "H", "H", "H"], "positions_angstrom": [[2.052, -0.568, -0.265], [0.836, 0.366, -0.530], [0.830, 1.611, 0.148], [-0.479, 1.824, 0.986], [-1.356, 0.583, 0.862], [-0.604, -0.129, -0.426], [-0.771, -1.632, -0.507], [1.972, -1.246, 0.592], [2.217, -1.197, -1.157], [2.969, 0.022, -0.146], [0.835, 0.450, -1.636], [-0.183, 2.064, 2.020], [-0.913, 2.700, 0.506], [-1.477, 0.015, 1.811], [-2.373, 0.766, 0.484], [-1.116, 0.410, -1.234], [-1.826, -1.857, -0.661], [-0.194, -2.165, -1.279], [-0.454, -2.026, 0.461]]}

=====

[4]
{"formula": "C6H15NO3", "method": "ωB97M-V/def2-TZVPD", "homo_energy_ev": -5.73, "multiplicity": 1, "relative_energy_kcal_mol": 135.3, "homo_lumo_gap_ev": 6.5, "symbols": ["C", "C", "C", "C", "C", "C", "N", "O", "O", "O", "H", "H", "H", "H", "H", "H", "H", "H", "H", "H", "H", "H", "H", "H", "H"], "positions_angstrom": [[0.161, 1.117, 0.643], [0.427, 0.103, -0.288], [-1.702, 0.217, -1.096], [2.211, -0.168, 0.896], [-1.927, -0.506, -2.400], [1.878, -1.256, 1.876], [-0.607, 0.949, 1.717], [0.624, 2.343, 0.428], [1.136, 0.482, -1.433], [-2.303, -0.516, 0.014], [1.200, 2.286, -0.358], [0.446, 0.571, -2.110], [-2.192, -1.458, -0.156], [0.143, -0.919, -0.092], [-2.173, 1.202, -1.077], [-1.343, 0.255, 1.601], [-0.807, 1.767, 2.273], [2.832, -0.469, 0.057], [2.577, 0.752, 1.349], [-1.336, -1.431, -2.456], [-2.980, -0.788, -2.567], [-1.625, 0.119, -3.246], [1.521, -2.158, 1.369], [1.097, -0.938, 2.576], [2.741, -1.557, 2.482]]}

=====

[5]
{"formula": "C18H22F3NO2", "method": "ωB97M-V/def2-TZVPD", "homo_energy_ev": -7.96, "multiplicity": 1, "homo_lumo_gap_ev": 8.2, "smiles": "CN(C)[C@@H](c1ccc(C(F)(F)F)cc1)C1C(=O)CC(C)(C)CC1=O", "symbols": ["C", "N", "C", "C", "C", "C", "C", "C", "C", "F", "F", "F", "C", "C", "C", "C", "O", "C", "C", "C", "C", "C", "C", "O", "H", "H", "H", "H", "H", "H", "H", "H", "H", "H", "H", "H", "H", "H", "H", "H", "H", "H", "H", "H", "H", "H"], "positions_angstrom": [[-2.540, -0.547, -2.464], [-1.274, 0.168, -2.139], [-0.813, 1.102, -3.160], [-0.414, -0.126, -1.037], [1.032, -0.184, -1.431], [1.821, 0.944, -1.294], [3.114, 0.915, -1.801], [3.622, -0.256, -2.342], [5.040, -0.293, -2.867], [5.567, -1.570, -2.868], [5.054, 0.173, -4.175], [5.898, 0.504, -2.137], [2.799, -1.370, -2.488], [1.494, -1.358, -2.008], [-0.687, 0.588, 0.464], [-2.101, 0.670, 0.941], [-3.047, 0.733, 0.151], [-2.368, 0.840, 2.435], [-1.509, -0.033, 3.363], [-1.707, 0.463, 4.805], [-1.923, -1.521, 3.276], [-0.023, 0.141, 2.972], [0.267, -0.090, 1.486], [1.266, -0.785, 1.180], [-2.952, -0.114, -3.410], [-2.409, -1.647, -2.638], [-3.254, -0.342, -1.632], [-1.676, 1.347, -3.809], [-0.438, 2.028, -2.673], [-0.003, 0.660, -3.794], [-0.722, -1.012, -0.468], [1.429, 1.831, -0.800], [3.764, 1.779, -1.685], [3.223, -2.277, -2.921], [0.849, -2.249, -2.053], [-0.366, 1.424, -0.300], [-3.437, 0.729, 2.670], [-2.119, 1.897, 2.617], [-1.421, 1.531, 4.878], [-2.768, 0.378, 5.110], [-1.098, -0.106, 5.535], [-1.763, -1.887, 2.256], [-1.329, -2.143, 3.972], [-2.990, -1.640, 3.531], [0.278, 1.184, 3.153], [0.634, -0.479, 3.597]]}

=====

[6]
{"formula": "C22H24F6N4O6Rh", "method": "ωB97M-V/def2-TZVPD", "homo_energy_ev": [-7.83, -11.34], "multiplicity": 5, "total_charge": 1, "homo_lumo_gap_ev": [4.7, 5.9], "symbols": ["Rh", "F", "C", "C", "C", "C", "O", "C", "C", "N", "C", "C", "C", "C", "C", "C", "N", "C", "C", "N", "C", "C", "C", "O", "O", "H", "H", "H", "H", "H", "H", "H", "H", "H", "H", "H", "H", "H", "H", "H", "H", "H", "H", "F", "C", "F", "F", "C", "O", "O", "F", "C", "F", "H", "C", "C", "N", "O", "H", "H", "H", "H", "H"], "positions_angstrom": [[-4.101, -0.047, -0.955], [2.485, -0.124, -3.001], [2.030, -0.265, -1.739], [0.671, -0.360, -1.537], [0.184, -0.464, -0.224], [-1.219, -0.498, 0.039], [-2.017, -0.493, -0.971], [-1.654, -0.520, 1.433], [-0.695, -0.585, 2.416], [0.630, -0.638, 2.144], [1.559, -0.732, 3.249], [1.241, -1.636, 4.392], [2.333, -2.004, 3.430], [1.134, -0.508, 0.832], [2.488, -0.442, 0.589], [2.971, -0.312, -0.726], [4.363, -0.210, -0.989], [5.030, 1.054, -0.792], [6.469, 0.806, -0.374], [7.123, -0.053, -1.426], [6.384, -1.346, -1.669], [4.950, -1.007, -2.040], [-3.091, -0.499, 1.961], [-3.223, -0.360, 3.164], [-4.034, -0.639, 1.108], [-0.019, -0.317, -2.368], [-0.996, -0.597, 3.451], [2.056, 0.210, 3.452], [0.328, -2.212, 4.343], [1.508, -1.292, 5.381], [2.126, -2.804, 2.731], [3.363, -1.925, 3.750], [3.204, -0.506, 1.397], [4.523, 1.623, -0.016], [5.031, 1.676, -1.706], [6.516, 0.254, 0.562], [7.046, 1.726, -0.298], [8.092, -0.244, -1.172], [7.144, 0.472, -2.304], [6.428, -1.919, -0.745], [6.906, -1.875, -2.464], [4.385, -1.928, -2.166], [4.951, -0.493, -3.015], [-1.310, 3.666, -1.308], [-2.631, 3.737, -1.567], [-2.780, 4.162, -2.821], [-3.159, 4.645, -0.748], [-3.253, 2.346, -1.354], [-3.263, 1.555, -2.327], [-3.663, 2.050, -0.209], [-5.584, -2.329, -1.243], [-4.439, -1.823, -1.764], [-3.456, -2.713, -1.515], [-4.555, -1.693, -2.847], [-8.237, 1.346, -0.509], [-6.908, 0.734, -0.196], [-6.606, 0.508, 1.070], [-6.124, 0.475, -1.142], [-9.017, 0.960, 0.144], [-8.486, 1.147, -1.547], [-8.166, 2.426, -0.368], [-7.264, 0.730, 1.795], [-5.701, 0.103, 1.327]]}

=====

Q: Among the records above, which one has the highest multiplicity?
A: C22H24F6N4O6Rh

=====

Copy entry 1 word for word.
{"formula": "HNO2P2", "method": "ωB97M-V/def2-TZVPD", "homo_energy_ev": -10.11, "multiplicity": 1, "relative_energy_kcal_mol": 39.5, "homo_lumo_gap_ev": 8.4, "symbols": ["N", "O", "O", "P", "P", "H"], "positions_angstrom": [[-0.800, 0.355, -0.790], [-1.382, -0.241, 1.741], [2.664, 0.211, -0.131], [-0.398, -0.039, 0.666], [1.657, -0.781, -0.370], [-1.741, 0.496, -1.116]]}

=====

Q: Number 6 is which compound?
A: C22H24F6N4O6Rh

=====

Q: Look up the multiplicity of the fourth one.
A: 1